(1)
{"formula": "C4H12NO2", "method": "ωB97M-V/def2-TZVPD", "relative_energy_kcal_mol": 33.7, "largest_force_ha_per_bohr": 0.088, "multiplicity": 2, "orbital_gap_ev": [6.24, 9.41], "e_tot_ev": -9924.158, "species": ["C", "C", "C", "N", "C", "H", "H", "H", "H", "H", "H", "H", "H", "H", "H", "O", "H", "H", "O"], "xyz": [[-0.46491, 1.51562, -1.63232], [-0.44602, 0.58330, -0.39290], [0.72180, 0.20684, 0.16046], [0.94141, -0.72311, 1.24052], [0.16762, -1.70979, 1.60695], [-0.48540, 2.69744, -1.35592], [0.33458, 1.36729, -2.30866], [-1.40847, 1.48416, -2.26421], [-1.53827, 0.43505, 0.08722], [1.71819, 0.51133, -0.17328], [1.84549, -0.67958, 1.80269], [0.45941, -2.36062, 2.44612], [-0.75099, -2.02728, 1.10840], [2.30122, -1.25216, 5.65398], [1.58532, 0.02122, 5.07019], [1.88764, -0.85138, 4.92980], [-3.09613, 1.34672, -6.06637], [-1.79032, 0.54355, -6.12849], [-2.59206, 0.77624, -5.55586]], "mulliken_spin": [-0.01, 0.19, -0.09, 0.17, 0.68, 0.01, 0.00, 0.00, 0.00, 0.01, -0.02, 0.01, 0.03, 0.00, 0.00, 0.00, 0.00, 0.00, 0.00]}



(2)
{"formula": "C30H28BrO4P", "method": "ωB97M-V/def2-TZVPD", "smiles": "O=C1C=CC(=O)c2c1ccc(CCO)c2P(O)Br.c1ccccc1.c1ccccc1.c1ccccc1", "relative_energy_kcal_mol": 0.0, "largest_force_ha_per_bohr": 0.037, "orbital_gap_ev": 7.78, "e_tot_ev": -119085.104, "species": ["O", "C", "C", "C", "C", "O", "C", "C", "C", "C", "C", "C", "C", "O", "C", "P", "O", "Br", "H", "H", "H", "H", "H", "H", "H", "H", "H", "H", "C", "C", "C", "C", "C", "C", "H", "H", "H", "H", "H", "H", "C", "C", "C", "C", "C", "C", "H", "H", "H", "H", "H", "H", "C", "C", "C", "C", "C", "C", "H", "H", "H", "H", "H", "H"], "xyz": [[4.81273, 0.43447, 7.21205], [3.84917, 0.70757, 6.52395], [3.02874, 1.94192, 6.73507], [1.73008, 1.85531, 6.51464], [1.12483, 0.55071, 6.10162], [0.04839, 0.17391, 6.52273], [2.00385, -0.26153, 5.16789], [3.35355, -0.17748, 5.41519], [4.22061, -0.88400, 4.63601], [3.73494, -1.64728, 3.62608], [2.40535, -1.74306, 3.34087], [1.98168, -2.57497, 2.15750], [2.62372, -2.00658, 0.85432], [3.85015, -2.65112, 0.56551], [1.51594, -1.03160, 4.13880], [-0.31441, -1.02551, 3.86089], [-0.79350, -2.55062, 3.47620], [-0.43162, 0.25540, 1.96673], [3.50964, 2.85935, 7.04202], [1.07368, 2.70877, 6.62163], [5.28206, -0.82242, 4.82472], [4.44699, -2.17477, 3.00167], [2.40061, -3.57388, 2.28138], [0.90907, -2.56634, 1.99764], [2.80246, -0.94711, 1.03687], [1.92342, -2.08702, 0.02320], [3.71326, -3.29024, -0.13574], [-0.09707, -3.20932, 3.59616], [-3.99875, 0.81318, -1.02474], [-2.71504, 1.14725, -0.61548], [-2.09868, 2.28309, -1.12252], [-2.76904, 3.08986, -2.03194], [-4.05389, 2.75732, -2.43857], [-4.66762, 1.61702, -1.93804], [-4.47822, -0.07449, -0.63166], [-2.19225, 0.52233, 0.09888], [-1.09438, 2.54031, -0.80786], [-2.28953, 3.97780, -2.42468], [-4.57679, 3.38760, -3.14711], [-5.66794, 1.35515, -2.25912], [-1.01739, -5.35554, -2.46147], [-0.21039, -4.23198, -2.57678], [-0.29682, -3.21586, -1.63471], [-1.18408, -3.32759, -0.57247], [-1.98872, -4.45241, -0.45566], [-1.90820, -5.46470, -1.40220], [-0.95266, -6.14641, -3.19783], [0.48519, -4.14757, -3.40225], [0.32712, -2.33516, -1.72825], [-1.24830, -2.53663, 0.16453], [-2.67929, -4.53926, 0.37362], [-2.53943, -6.33971, -1.31406], [-1.52328, 3.22997, -5.54270], [-0.24024, 3.56470, -5.13236], [0.37715, 4.70002, -5.63905], [-0.29232, 5.50587, -6.55004], [-1.57661, 5.17306, -6.95770], [-2.19083, 4.03307, -6.45702], [-2.00341, 2.34316, -5.14860], [0.27878, 2.93927, -4.41682], [1.38023, 4.95765, -5.32349], [0.18738, 6.39370, -6.94197], [-2.09924, 5.80248, -7.66680], [-3.19083, 3.77093, -6.77866]], "lowdin_charge": [0.12, -0.31, 0.03, 0.02, -0.33, 0.08, -0.12, -0.10, 0.02, -0.02, -0.23, -0.13, -0.24, -0.06, -0.30, 0.68, -0.35, 0.32, 0.12, 0.13, 0.13, 0.13, 0.13, 0.06, 0.12, 0.10, 0.09, 0.05, -0.09, -0.12, -0.09, -0.10, -0.10, -0.10, 0.10, -0.02, 0.10, 0.10, 0.10, 0.10, -0.10, -0.10, -0.10, -0.09, -0.09, -0.10, 0.10, 0.10, 0.09, 0.08, 0.10, 0.10, -0.10, -0.10, -0.10, -0.10, -0.10, -0.10, 0.10, 0.10, 0.10, 0.10, 0.10, 0.10]}



(3)
{"formula": "C4H5NOS2", "method": "ωB97M-V/def2-TZVPD", "relative_energy_kcal_mol": 153.2, "largest_force_ha_per_bohr": 0.099, "orbital_gap_ev": 6.93, "e_tot_ev": -29430.451, "species": ["C", "C", "C", "C", "H", "H", "H", "H", "H", "N", "O", "S", "S"], "xyz": [[3.64649, -0.20111, 0.13741], [0.17233, -0.17036, 0.06081], [-0.54980, -1.57309, -0.00533], [-0.09441, 1.25429, 0.18756], [3.91012, -1.41730, -0.57027], [3.54916, -0.41883, 1.36536], [4.23373, 0.61625, -0.07104], [0.14298, -2.49218, -0.09282], [0.73489, 1.75666, 0.86372], [1.39682, -0.61569, -0.13075], [2.40468, 0.42496, -0.28123], [-2.15470, -1.54902, 0.02767], [-1.63490, 1.98697, -0.06595]], "lowdin_charge": [-0.11, -0.41, -0.61, -0.54, 0.19, 0.13, 0.02, 0.09, 0.11, 0.05, -0.24, 0.69, 0.63]}



(4)
{"formula": "C5H6N4", "method": "ωB97M-V/def2-TZVPD", "smiles": "Cc1n[nH]c2c[nH]nc12", "relative_energy_kcal_mol": 13.1, "largest_force_ha_per_bohr": 0.041, "orbital_gap_ev": 9.25, "e_tot_ev": -11241.099, "species": ["C", "C", "C", "C", "C", "H", "H", "H", "H", "H", "H", "N", "N", "N", "N"], "xyz": [[2.26599, -1.05114, 0.05105], [1.20304, -0.04463, 0.05689], [-0.85086, 0.92694, 0.09900], [-2.19579, 0.64905, 0.04509], [-0.19259, -0.31801, 0.07195], [3.20098, -0.55589, -0.20313], [2.30765, -1.62806, 0.96581], [2.02572, -1.77408, -0.73113], [0.03894, 2.76168, -0.32308], [-3.12417, 1.20863, -0.00447], [-3.02426, -1.26383, -0.16526], [1.41510, 1.27574, -0.01939], [0.15790, 1.88081, 0.10277], [-2.20021, -0.72043, 0.04748], [-1.02745, -1.34677, 0.00642]], "lowdin_charge": [-0.04, -0.30, -0.20, -0.01, -0.24, 0.08, 0.08, 0.08, 0.12, 0.11, 0.15, 0.10, 0.01, -0.05, 0.11]}



(5)
{"formula": "CH3F2OP", "method": "ωB97M-V/def2-TZVPD", "relative_energy_kcal_mol": 51.0, "largest_force_ha_per_bohr": 0.093, "orbital_gap_ev": 9.53, "e_tot_ev": -17856.695, "species": ["C", "O", "F", "F", "P", "H", "H", "H"], "xyz": [[0.44824, -0.38781, -0.98826], [0.76777, 0.70573, -0.16156], [-0.13947, 0.55906, 2.47260], [-1.68547, -0.18024, 1.01436], [-0.87192, 1.13641, 1.19399], [-0.23025, -1.00248, -0.43971], [1.48516, -0.92778, -1.09731], [0.22595, 0.09711, -1.99411]], "lowdin_charge": [-0.26, -0.43, -0.27, -0.26, 0.99, 0.03, 0.11, 0.09]}



(6)
{"formula": "C15H17NO4S", "method": "ωB97M-V/def2-TZVPD", "smiles": "CC(C)(O)C#Cc1ccc(C(=O)N2CCC[C@@H]2C(=O)O)s1", "relative_energy_kcal_mol": 77.8, "largest_force_ha_per_bohr": 0.060, "orbital_gap_ev": 8.44, "e_tot_ev": -36344.551, "species": ["O", "O", "C", "C", "O", "O", "S", "C", "C", "C", "C", "C", "C", "N", "C", "C", "C", "C", "C", "C", "C", "H", "H", "H", "H", "H", "H", "H", "H", "H", "H", "H", "H", "H", "H", "H", "H", "H"], "xyz": [[2.07364, -0.75087, -3.23956], [3.73256, -3.46870, -1.02381], [-0.47699, 2.80671, 1.05871], [-1.06485, 3.33148, 1.99918], [4.08519, -3.57614, -3.26663], [-1.85012, 5.25443, 3.26133], [0.88126, 0.56401, 0.15441], [1.39039, -0.87585, -2.23413], [3.26058, -3.45834, -2.16349], [0.03382, 2.06435, -0.02829], [-0.11257, 2.44866, -1.37536], [0.38961, 1.42957, -2.27480], [0.90034, 0.33744, -1.58230], [1.11068, -2.17890, -1.77808], [-1.59733, 3.20437, 4.43594], [-3.41100, 3.45776, 2.70155], [0.12839, -2.46693, -0.75994], [1.74463, -3.37761, -2.36718], [-0.26554, -3.91573, -1.04319], [0.96153, -4.55226, -1.74446], [-1.94249, 3.83698, 3.07686], [5.01230, -3.63300, -2.92971], [-0.90414, 5.55518, 3.36923], [-0.61444, 3.35988, -1.67511], [0.42033, 1.55053, -3.35936], [-1.71325, 2.09365, 4.39120], [-2.26491, 3.54277, 5.21972], [-0.57630, 3.45122, 4.75594], [-3.72294, 3.91822, 1.76774], [-4.05453, 3.81449, 3.48608], [-3.54956, 2.40078, 2.59087], [0.60084, -2.33378, 0.20532], [-0.73694, -1.81951, -0.78469], [1.63624, -3.31003, -3.47564], [-1.11494, -3.92023, -1.74043], [-0.57145, -4.46998, -0.13277], [0.61459, -5.21804, -2.49982], [1.56735, -5.09658, -0.99534]], "lowdin_charge": [0.08, 0.08, -0.03, 0.07, 0.09, -0.04, 1.11, -0.44, -0.41, -0.54, -0.07, -0.07, -0.43, -0.01, -0.04, -0.01, -0.19, -0.18, -0.14, -0.10, -0.61, 0.14, 0.13, 0.11, 0.12, 0.10, 0.08, 0.09, 0.09, 0.08, 0.08, 0.10, 0.12, 0.16, 0.11, 0.12, 0.10, 0.13]}